1.
A molecular structure, C51H102N2O13Rb2 at a distorted geometry. Source: OMol25; level of theory: ωB97M-V with the def2-TZVPD basis set.

Computed properties:
E_tot	-3139.792878	a.u.
lowest unoccupied orbital energy (spin up / spin down)	-2.68 / -3.26	eV
Kohn-Sham gap (spin up / spin down)	0.210 / 0.188	hartree
HOMO level (spin up / spin down)	-8.4 / -8.4	eV
F_max	5.5	eV/Å

```
! RIJCOSX wB97M-V def2-TZVPD def2/J DEFGRID3
* xyz 1 2
Rb 1.633 2.876 2.738
Rb 3.942 1.614 -0.674
C -0.269 4.182 7.042
C 0.004 2.582 7.019
C -0.419 2.199 8.472
C -0.382 0.669 8.738
C -1.303 0.073 7.724
C -0.958 0.400 6.171
N -0.855 1.879 6.043
O -0.806 2.329 4.665
C -2.251 -0.163 5.450
C 0.331 -0.350 5.815
C 1.568 2.419 6.793
H 0.399 4.763 7.678
H -1.317 4.347 7.291
H -0.114 4.572 6.036
H -1.457 2.495 8.628
H 0.120 2.733 9.254
H -0.792 0.528 9.738
H 0.573 0.144 8.727
H -2.276 0.518 7.934
H -1.294 -0.987 7.978
H -3.198 0.356 5.597
H -2.500 -1.139 5.867
H -2.039 -0.232 4.383
H 0.735 0.130 4.924
H 0.146 -1.407 5.622
H 1.102 -0.286 6.583
H 1.933 1.513 7.277
H 2.061 3.249 7.300
H 1.814 2.325 5.736
C -0.919 -0.650 1.144
C 0.473 -0.911 0.535
C 0.469 -2.320 -0.230
C -0.332 -2.269 -1.543
C 0.058 -1.208 -2.499
C 0.214 0.226 -1.849
N 0.749 0.162 -0.446
O 1.146 1.459 0.142
C -1.132 1.011 -1.880
C 1.139 1.006 -2.895
C 1.556 -1.070 1.650
H -1.776 -0.649 0.471
H -0.904 0.289 1.698
H -1.040 -1.298 2.012
H -0.097 -3.027 0.376
H 1.471 -2.748 -0.270
H -1.402 -2.427 -1.406
H -0.203 -3.280 -1.929
H -0.536 -1.285 -3.410
H 1.054 -1.404 -2.897
H -1.066 2.084 -1.704
H -1.892 0.534 -1.260
H -1.615 1.085 -2.855
H 0.785 0.932 -3.924
H 2.132 0.560 -2.852
H 1.304 2.031 -2.566
H 1.681 -0.149 2.219
H 2.537 -1.364 1.277
H 1.268 -1.853 2.351
C -3.417 1.839 1.021
C -4.084 1.477 2.336
O -4.506 2.425 2.999
C -4.543 0.089 2.617
H -3.586 1.137 0.204
H -2.360 1.842 1.288
H -3.907 2.769 0.731
H -5.507 -0.093 2.143
H -4.642 -0.142 3.678
H -3.875 -0.707 2.285
C 4.590 -3.280 -1.507
C 5.046 -1.875 -1.693
O 5.213 -1.209 -0.713
C 5.216 -1.289 -3.099
H 3.844 -3.524 -2.264
H 4.044 -3.417 -0.574
H 5.372 -4.032 -1.404
H 5.585 -0.264 -3.064
H 4.367 -1.307 -3.783
H 5.911 -1.881 -3.694
C -3.890 3.550 -4.488
C -5.008 4.554 -4.013
O -6.011 4.013 -3.526
C -4.860 6.097 -4.253
H -3.379 3.065 -3.657
H -3.102 3.976 -5.109
H -4.456 2.747 -4.960
H -5.371 6.569 -3.414
H -5.348 6.415 -5.174
H -3.809 6.387 -4.245
C 0.296 6.374 -0.850
C -1.245 6.356 -0.854
O -1.846 7.404 -0.656
C -1.951 5.049 -1.122
H 0.835 5.864 -1.647
H 0.675 6.267 0.166
H 0.571 7.401 -1.093
H -1.552 4.284 -0.456
H -1.696 4.672 -2.113
H -3.026 5.177 -1.000
C -2.325 -3.866 6.165
C -2.783 -4.219 4.700
O -2.939 -5.413 4.392
C -3.086 -3.117 3.702
H -1.987 -4.777 6.658
H -3.054 -3.216 6.648
H -1.409 -3.275 6.146
H -4.147 -2.873 3.758
H -2.918 -3.587 2.733
H -2.426 -2.265 3.863
C -2.208 1.016 -6.378
C -1.153 1.675 -7.342
O 0.016 1.473 -7.079
C -1.620 2.454 -8.509
H -2.005 -0.038 -6.185
H -3.235 1.117 -6.730
H -2.001 1.532 -5.440
H -0.686 2.846 -8.911
H -2.235 3.307 -8.221
H -2.167 1.899 -9.271
C 0.641 -3.772 -5.588
C 1.932 -3.057 -5.176
O 2.808 -3.728 -4.596
C 2.173 -1.682 -5.700
H 0.148 -3.977 -4.637
H 0.808 -4.720 -6.100
H -0.011 -3.116 -6.166
H 2.905 -1.756 -6.504
H 2.419 -0.950 -4.931
H 1.257 -1.246 -6.098
C 1.876 -6.123 -1.811
C 3.226 -6.633 -1.332
O 3.821 -6.188 -0.353
C 3.923 -7.677 -2.180
H 1.492 -5.290 -1.222
H 1.166 -6.946 -1.735
H 1.933 -5.841 -2.863
H 3.161 -8.441 -2.337
H 4.889 -8.048 -1.837
H 4.098 -7.293 -3.185
C 3.295 3.287 -4.629
C 4.642 2.534 -4.857
O 5.499 2.460 -3.954
C 4.839 1.936 -6.234
H 3.314 3.630 -3.595
H 2.440 2.653 -4.866
H 3.359 4.114 -5.336
H 4.745 2.745 -6.958
H 4.145 1.099 -6.314
H 5.862 1.586 -6.368
C -4.422 -1.538 -1.470
C -4.874 -2.967 -1.143
O -6.036 -3.242 -1.353
C -3.968 -3.871 -0.319
H -5.275 -1.110 -1.996
H -3.557 -1.536 -2.132
H -4.204 -0.915 -0.603
H -3.162 -4.226 -0.962
H -4.570 -4.741 -0.054
H -3.449 -3.393 0.512
C 5.238 -1.288 2.842
C 4.883 0.056 3.464
O 4.989 1.136 2.906
C 4.213 -0.060 4.789
H 5.995 -1.769 3.462
H 5.477 -1.199 1.782
H 4.330 -1.862 2.662
H 4.220 0.832 5.416
H 4.733 -0.860 5.317
H 3.159 -0.254 4.592
*
```

2.
A molecular structure, C47H58AsBrCsN7O8P2S at a distorted geometry. Source: OMol25; level of theory: ωB97M-V with the def2-TZVPD basis set.

Computed properties:
ΔE to the lowest compared entry with this formula, charge and spin	0.0	kcal/mol
E_tot	-8721.893627	a.u.
lowest unoccupied orbital energy	3.50	eV
Kohn-Sham gap	0.220	hartree
HOMO level	-2.5	eV
F_max	3.4	eV/Å

```
! RIJCOSX wB97M-V def2-TZVPD def2/J DEFGRID3
* xyz -2 1
Cs 1.815 0.625 -1.180
N 3.972 2.709 -0.604
C 4.017 3.137 -1.986
C 2.647 3.674 -2.491
O 1.855 4.113 -1.621
O 2.478 3.694 -3.712
H 3.250 3.249 -0.133
H 4.858 2.889 -0.143
H 4.320 2.315 -2.640
H 4.727 3.970 -2.150
Br -2.542 -1.254 8.701
C -3.555 -1.770 7.163
C -4.936 -1.653 7.202
C -5.666 -1.997 6.091
C -5.038 -2.442 4.908
C -3.629 -2.560 4.915
C -2.901 -2.240 6.036
N -5.822 -2.928 3.921
N -5.597 -3.020 2.677
C -4.790 -2.295 1.897
C -4.589 -2.880 0.617
C -3.703 -2.398 -0.288
C -2.908 -1.222 -0.058
O -2.110 -0.791 -0.893
C -3.169 -0.540 1.228
N -2.505 0.595 1.438
C -2.763 1.324 2.497
C -3.796 1.013 3.378
C -4.483 -0.165 3.195
C -4.132 -1.033 2.147
H -5.429 -1.306 8.101
H -6.744 -1.916 6.105
H -3.121 -2.909 4.028
H -1.826 -2.334 6.027
H -5.150 -3.785 0.415
H -3.545 -2.897 -1.234
H -2.156 2.212 2.628
H -4.062 1.690 4.177
H -5.319 -0.398 3.838
O 4.304 -0.809 -1.136
S 3.444 -1.938 -1.479
O 4.069 -3.234 -1.307
O 2.121 -1.798 -0.857
C 3.173 -1.790 -3.259
C 4.325 -1.665 -4.007
C 4.258 -1.600 -5.388
C 3.016 -1.699 -5.994
C 1.864 -1.825 -5.237
C 1.912 -1.851 -3.840
P 0.436 -1.863 -2.730
C -0.836 -2.111 -4.039
C -1.060 -1.033 -4.894
C -2.011 -1.099 -5.892
C -2.786 -2.239 -6.035
C -2.602 -3.301 -5.167
C -1.639 -3.237 -4.173
C 0.541 -3.598 -2.151
C -0.120 -3.915 -0.970
C -0.052 -5.192 -0.446
C 0.683 -6.170 -1.095
C 1.326 -5.868 -2.284
C 1.252 -4.591 -2.813
H 5.262 -1.616 -3.474
H 5.158 -1.482 -5.978
H 2.944 -1.679 -7.073
H 0.916 -1.916 -5.747
H -0.465 -0.144 -4.753
H -2.150 -0.266 -6.569
H -3.529 -2.297 -6.820
H -3.206 -4.193 -5.274
H -1.509 -4.073 -3.500
H -0.670 -3.136 -0.467
H -0.561 -5.420 0.481
H 0.770 -7.164 -0.671
H 1.899 -6.631 -2.797
H 1.754 -4.366 -3.745
C -2.458 1.558 -3.500
P -0.930 2.180 -2.688
C -0.668 3.820 -3.446
C -1.407 2.433 -0.951
O 0.213 1.269 -2.891
H -3.300 2.228 -3.358
H -2.668 0.587 -3.062
H -2.265 1.438 -4.564
H -1.524 4.480 -3.328
H -0.429 3.668 -4.498
H 0.215 4.239 -2.964
H -2.347 2.975 -0.876
H -0.617 2.980 -0.447
H -1.508 1.448 -0.493
C 1.659 4.567 4.064
N 0.742 3.725 3.314
C 1.020 2.313 3.525
C 0.752 4.081 1.936
N 1.319 3.316 1.114
N 0.149 5.303 1.692
C -0.863 5.836 2.565
C 0.119 5.880 0.372
H 2.707 4.384 3.780
H 1.546 4.367 5.132
H 1.434 5.615 3.872
H 0.810 2.076 4.570
H 2.060 2.059 3.285
H 0.382 1.719 2.874
H 1.310 3.596 0.138
H -0.937 5.225 3.459
H -1.835 5.848 2.058
H -0.620 6.867 2.850
H -0.849 5.713 -0.115
H 0.896 5.467 -0.265
H 0.274 6.960 0.463
O 1.369 -2.704 1.774
C 1.136 -1.595 1.640
C 3.106 -0.660 3.605
As 3.407 -0.561 1.611
C 4.958 0.662 1.700
C 4.495 -2.175 1.608
H 3.859 -0.092 4.151
H 3.145 -1.701 3.933
H 2.122 -0.274 3.864
H 5.684 0.352 2.455
H 4.621 1.678 1.896
H 5.423 0.624 0.720
H 5.276 -2.088 2.372
H 4.952 -2.299 0.635
H 3.884 -3.054 1.804
*
```

3.
C25H38N4O3 in the gas phase. Source: OMol25; level of theory: ωB97M-V with the def2-TZVPD basis set.

Computed properties:
ΔE to the lowest compared entry with this formula, charge and spin	52.8	kcal/mol
E_tot	-1420.099079	a.u.
lowest unoccupied orbital energy	0.81	eV
Kohn-Sham gap	0.318	hartree
HOMO level	-7.8	eV
SMILES	CNCCN(C)Cc1c[nH]nc1-c1ccc(O[C@H]2C[C@H](OCCC3CCOCC3)C2)cc1
F_max	0.9	eV/Å

```
! RIJCOSX wB97M-V def2-TZVPD def2/J DEFGRID3
* xyz 0 1
C 0.106 3.504 -0.442
N -0.016 3.660 0.993
C 0.147 5.019 1.466
C 1.596 5.535 1.467
N 2.463 4.684 2.266
C 2.301 4.918 3.685
C 3.861 4.803 1.878
C 4.108 4.377 0.467
C 4.742 5.149 -0.480
N 4.775 4.432 -1.622
N 4.196 3.247 -1.480
C 3.778 3.173 -0.220
C 3.081 1.974 0.227
C 2.813 1.700 1.568
C 2.144 0.550 1.930
C 1.716 -0.362 0.966
O 1.066 -1.466 1.435
C 0.616 -2.426 0.514
C -0.643 -2.026 -0.287
C -1.478 -3.020 0.536
O -2.149 -3.944 -0.273
C -2.922 -4.879 0.448
C -3.655 -5.802 -0.521
C -4.873 -5.157 -1.188
C -5.710 -6.204 -1.928
C -6.895 -5.524 -2.617
O -6.483 -4.521 -3.514
C -5.740 -3.515 -2.863
C -4.485 -4.071 -2.192
C -0.191 -3.518 1.236
C 1.978 -0.097 -0.374
C 2.655 1.053 -0.729
H 1.081 3.799 -0.852
H -0.056 2.456 -0.689
H -0.668 4.102 -0.924
H 0.675 3.073 1.456
H -0.259 5.058 2.481
H -0.459 5.678 0.839
H 1.613 6.581 1.821
H 1.969 5.522 0.441
H 2.583 5.943 3.978
H 1.264 4.749 3.965
H 2.923 4.217 4.241
H 4.452 4.176 2.556
H 4.225 5.842 1.992
H 5.162 6.133 -0.413
H 5.176 4.691 -2.509
H 3.121 2.388 2.334
H 1.935 0.335 2.966
H 1.455 -2.795 -0.090
H -0.930 -0.983 -0.186
H -0.606 -2.304 -1.337
H -2.182 -2.540 1.230
H -3.643 -4.348 1.092
H -2.267 -5.475 1.102
H -2.947 -6.125 -1.285
H -3.984 -6.682 0.036
H -5.498 -4.706 -0.406
H -6.081 -6.964 -1.238
H -5.093 -6.693 -2.684
H -7.464 -6.241 -3.214
H -7.562 -5.090 -1.853
H -5.481 -2.791 -3.638
H -6.373 -3.017 -2.109
H -3.941 -3.267 -1.698
H -3.836 -4.504 -2.954
H 0.090 -4.526 0.943
H -0.177 -3.423 2.318
H 1.653 -0.777 -1.146
H 2.861 1.258 -1.768
*
```

4.
A molecular structure, C6H6Br2F4GdNO5S2 at a distorted geometry. Source: OMol25; level of theory: ωB97M-V with the def2-TZVPD basis set.

Computed properties:
E_tot	-7771.904002	a.u.
lowest unoccupied orbital energy (spin up / spin down)	-9.80 / -9.57	eV
Kohn-Sham gap (spin up / spin down)	0.227 / 0.230	hartree
HOMO level (spin up / spin down)	-16.0 / -15.8	eV
F_max	2.4	eV/Å

```
! RIJCOSX wB97M-V def2-TZVPD def2/J DEFGRID3
* xyz 2 8
O 0.887 -1.794 2.043
C 1.447 -1.867 1.032
F 0.831 -2.344 -0.094
C 2.864 -1.451 0.696
S 2.925 -0.360 -0.708
O 4.231 0.310 -0.714
O 2.927 -1.191 -1.932
N 1.693 0.564 -0.739
S 1.405 1.643 0.472
O 2.070 2.878 0.200
O 1.604 1.015 1.757
C -0.334 1.940 0.277
C -1.239 0.740 0.612
C -2.127 0.277 -0.534
F -2.937 1.316 -1.009
Br -1.161 -0.389 -2.076
C -3.111 -0.783 -0.009
F -2.578 -1.872 0.406
F -3.940 -0.304 0.857
Br -4.412 -1.387 -1.633
H 3.479 -2.320 0.419
H 3.308 -0.925 1.554
H -0.491 2.346 -0.732
H -0.481 2.764 0.993
H -1.943 1.044 1.406
H -0.666 -0.103 1.030
Gd -4.253 0.254 -3.576
*
```

5.
A molecular structure, C20H24AgB2O28 at a distorted geometry. Source: OMol25; level of theory: ωB97M-V with the def2-TZVPD basis set.

Computed properties:
E_tot	-3080.284923	a.u.
lowest unoccupied orbital energy	-3.32	eV
Kohn-Sham gap	0.152	hartree
HOMO level	-7.4	eV
F_max	4.9	eV/Å

```
! RIJCOSX wB97M-V def2-TZVPD def2/J DEFGRID3
* xyz -1 1
Ag -0.139 1.148 -0.283
O 7.372 2.346 1.646
C 7.667 1.258 1.072
O 8.908 0.676 1.126
B 8.794 -0.643 0.509
O 7.403 -0.791 0.062
C 6.684 0.324 0.313
O 5.503 0.657 0.057
O 9.090 -1.714 1.448
C 9.932 -2.569 1.022
O 10.267 -3.616 1.537
C 10.447 -2.047 -0.336
O 9.756 -0.897 -0.568
O 11.327 -2.604 -0.966
O -9.936 -3.926 1.921
C -9.319 -3.263 1.138
O -9.112 -1.994 1.163
B -8.082 -1.592 0.153
O -7.800 -2.839 -0.574
C -8.405 -3.829 -0.038
O -8.219 -5.007 -0.237
O -8.514 -0.477 -0.712
C -7.651 0.494 -0.717
O -7.582 1.478 -1.499
C -6.622 0.195 0.376
O -6.853 -0.980 0.867
O -5.613 0.871 0.577
C -1.014 5.801 4.156
O -0.154 6.673 3.418
C 0.349 6.363 2.235
O 0.048 5.326 1.604
O 1.317 7.278 1.861
C 1.849 7.222 0.480
H -1.291 6.144 5.153
H -0.451 4.868 4.176
H -1.948 5.738 3.599
H 1.011 7.107 -0.208
H 2.565 6.409 0.360
H 2.349 8.168 0.274
C -1.109 -2.508 7.269
O -0.921 -2.145 5.920
C 0.227 -1.610 5.416
O 0.489 -1.554 4.223
O 1.052 -1.215 6.446
C 2.382 -0.762 6.137
H -0.234 -2.980 7.716
H -1.906 -3.252 7.293
H -1.514 -1.642 7.793
H 2.925 -0.408 7.013
H 2.280 -0.081 5.291
H 2.929 -1.595 5.696
C -3.735 1.950 -6.633
O -2.314 2.136 -6.839
C -1.466 2.122 -5.813
O -1.785 1.933 -4.634
O -0.218 2.450 -6.270
C 0.816 2.552 -5.362
H -4.039 1.777 -5.600
H -4.082 1.006 -7.055
H -4.310 2.795 -7.012
H 0.993 1.561 -4.944
H 0.585 3.153 -4.483
H 1.721 2.894 -5.863
C -2.536 -3.939 -3.749
O -1.434 -4.853 -3.656
C -0.175 -4.425 -3.541
O 0.182 -3.256 -3.469
O 0.633 -5.470 -3.522
C 2.029 -5.382 -3.197
H -2.599 -3.087 -3.073
H -3.380 -4.597 -3.543
H -2.706 -3.463 -4.715
H 2.554 -6.335 -3.260
H 2.257 -4.865 -2.265
H 2.475 -4.661 -3.881
*
```

6.
C2H2Cl2O2 in the gas phase at a distorted geometry. Source: OMol25; level of theory: ωB97M-V with the def2-TZVPD basis set.

Computed properties:
ΔE to the lowest compared entry with this formula, charge and spin	30.7	kcal/mol
E_tot	-1148.257340	a.u.
lowest unoccupied orbital energy	0.68	eV
Kohn-Sham gap	0.443	hartree
HOMO level	-11.4	eV
SMILES	O=C(Cl)OCCl
F_max	3.5	eV/Å

```
! RIJCOSX wB97M-V def2-TZVPD def2/J DEFGRID3
* xyz 0 1
O -0.708 -0.626 1.472
C -0.596 0.434 1.033
Cl -1.182 1.865 1.853
O -0.100 0.790 -0.166
C 0.427 -0.430 -0.938
Cl 2.204 -0.415 -0.916
H -0.232 -1.235 -0.367
H 0.188 -0.382 -1.972
*
```

7.
A molecular structure, C3H9IN2 at a distorted geometry. Source: OMol25; level of theory: ωB97M-V with the def2-TZVPD basis set.

Computed properties:
ΔE to the lowest compared entry with this formula, charge and spin	51.7	kcal/mol
E_tot	-526.799182	a.u.
lowest unoccupied orbital energy	0.56	eV
Kohn-Sham gap	0.349	hartree
HOMO level	-8.9	eV
F_max	4.5	eV/Å

```
! RIJCOSX wB97M-V def2-TZVPD def2/J DEFGRID3
* xyz 0 1
C -0.508 1.470 1.037
C 0.808 0.596 0.923
C 0.907 -0.166 -0.442
N -1.113 -1.530 -1.490
N -0.478 -1.361 -0.257
I 2.505 -1.524 -0.494
H -1.393 0.909 0.615
H -0.263 2.405 0.503
H -0.771 1.589 2.098
H 0.582 -0.277 1.584
H 1.621 1.271 0.992
H 0.931 0.346 -1.393
H -0.501 -2.191 -1.962
H -1.109 -0.616 -2.018
H -1.218 -0.922 0.303
*
```

Q: The highest F_max belongs to which entry?
A: C51H102N2O13Rb2